(1)
{
  "formula": "C5H11NO",
  "method": "ωB97M-V/def2-TZVPD",
  "species": ["C", "C", "C", "C", "N", "C", "O", "H", "H", "H", "H", "H", "H", "H", "H", "H", "H", "H"],
  "positions_angstrom": [[0.635, 1.847, 2.424], [0.786, 1.137, 1.318], [-0.146, 1.213, 0.157], [0.258, 0.546, -1.178], [-0.318, -0.669, -1.780], [-0.062, -1.853, -0.952], [-1.005, -2.010, 0.126], [1.323, 1.790, 3.264], [-0.283, 2.322, 2.739], [1.745, 0.662, 1.144], [-0.352, 2.209, -0.256], [-1.242, 1.041, 0.311], [1.314, 0.265, -0.942], [0.390, 1.162, -2.092], [-1.274, -0.450, -2.028], [-0.106, -2.823, -1.441], [0.892, -1.671, -0.461], [-1.031, -1.217, 0.654]],
  "forces_ev_per_a": [[-0.3, -0.7, 1.3], [0.0, 1.0, -0.4], [-2.8, 0.6, -2.3], [2.8, -1.3, -0.9], [0.6, -0.3, 1.3], [-1.4, 1.1, 0.9], [-0.3, -0.7, -0.4], [0.4, 0.0, -0.4], [-0.2, 0.3, -0.6], [0.0, -0.3, 0.0], [0.9, 0.6, 0.9], [0.8, -0.7, 0.7], [-0.4, 0.1, -0.6], [-0.5, 0.7, 1.1], [-0.2, -0.8, 0.1], [0.1, 0.3, -0.5], [0.4, -0.3, -0.5], [0.1, 0.4, 0.2]],
  "lowdin_charge": [-0.004, -0.184, -0.220, -0.251, -0.054, -0.254, -0.074, 0.054, 0.059, 0.098, 0.111, 0.125, 0.101, 0.118, 0.107, 0.116, 0.108, 0.045],
  "largest_force_ha_per_bohr": 0.0720,
  "e_homo_ev": -9.13,
  "e_lumo_ha": 0.0380,
  "e_above_lowest_kcal_mol": 67.0
}


(2)
{
  "formula": "C5H11NO",
  "method": "ωB97M-V/def2-TZVPD",
  "species": ["O", "C", "C", "C", "C", "C", "N", "H", "H", "H", "H", "H", "H", "H", "H", "H", "H", "H"],
  "positions_angstrom": [[1.534, -2.268, 0.052], [2.093, -1.217, -0.452], [1.443, -0.019, -0.595], [-0.007, 0.118, -0.049], [-0.877, -0.618, -1.077], [-0.098, -0.417, 1.423], [-1.506, 2.231, 0.242], [3.153, -1.337, -0.755], [1.930, 0.722, -1.189], [-0.411, 1.221, -0.008], [-1.676, 0.074, -1.371], [-1.289, -1.424, -0.547], [-0.428, -1.044, -1.890], [-0.491, 0.350, 2.017], [0.883, -0.782, 1.686], [-0.912, -1.152, 1.537], [-1.864, 2.449, 1.164], [-1.476, 3.111, -0.188]],
  "forces_ev_per_a": [[1.5, 2.9, -1.7], [0.7, -5.3, 2.7], [-4.2, 2.1, 1.4], [4.7, -2.7, 0.0], [-2.2, 3.1, 0.9], [-0.7, -0.7, -2.1], [-1.0, -2.0, -0.1], [-0.4, 0.2, -0.3], [-0.2, 0.5, -0.7], [-1.1, 1.9, 0.2], [-0.1, -0.5, -0.2], [-0.7, -1.1, 0.9], [1.5, -0.6, -2.1], [0.2, 1.5, 1.1], [-0.2, 0.0, 0.7], [0.8, -0.4, -0.3], [0.6, -0.4, 0.6], [0.9, 1.6, -1.1]],
  "lowdin_charge": [-0.011, -0.258, 0.048, -0.335, -0.029, -0.047, 0.014, 0.122, 0.105, 0.056, 0.084, 0.072, 0.048, 0.045, 0.070, 0.090, -0.021, -0.054],
  "largest_force_ha_per_bohr": 0.1157,
  "e_homo_ev": -7.81,
  "e_lumo_ha": -0.1220,
  "e_above_lowest_kcal_mol": 183.4
}


(3)
{
  "formula": "C5H11NO",
  "method": "ωB97M-V/def2-TZVPD",
  "species": ["C", "C", "C", "N", "C", "C", "O", "H", "H", "H", "H", "H", "H", "H", "H", "H", "H", "H"],
  "positions_angstrom": [[1.935, 0.125, -1.367], [1.087, -0.596, -0.353], [1.259, -0.414, 1.108], [0.118, 0.166, 0.418], [-1.186, -0.448, 0.664], [-2.251, 0.443, 0.039], [-2.147, 1.751, 0.546], [1.403, 0.242, -2.317], [2.855, -0.438, -1.560], [2.208, 1.120, -1.002], [0.751, -1.590, -0.655], [1.988, 0.302, 1.484], [1.075, -1.269, 1.758], [-1.243, -1.476, 0.268], [-1.354, -0.491, 1.745], [-2.149, 0.428, -1.060], [-3.252, 0.074, 0.289], [-1.197, 1.948, 0.520]],
  "forces_ev_per_a": [[0.0, 0.0, 0.0], [0.1, -0.1, -0.2], [0.1, 0.0, 0.2], [-0.1, 0.0, 0.0], [-0.1, 0.0, 0.1], [-0.1, -0.4, -0.1], [0.2, 0.2, 0.0], [0.0, 0.0, 0.1], [-0.1, 0.1, 0.0], [0.0, -0.1, 0.0], [0.0, 0.1, 0.0], [-0.1, -0.1, -0.1], [0.0, 0.1, -0.1], [0.0, 0.1, 0.1], [0.0, 0.0, -0.1], [0.0, 0.0, 0.2], [0.1, 0.0, -0.1], [-0.2, 0.1, 0.0]],
  "lowdin_charge": [-0.056, -0.340, -0.105, -0.096, -0.191, -0.271, -0.074, 0.074, 0.076, 0.080, 0.134, 0.108, 0.109, 0.120, 0.124, 0.116, 0.117, 0.075],
  "largest_force_ha_per_bohr": 0.0077,
  "e_homo_ev": -9.46,
  "e_lumo_ha": 0.0410,
  "e_above_lowest_kcal_mol": 45.9
}


(4)
{
  "formula": "C5H11NO",
  "method": "ωB97M-V/def2-TZVPD",
  "species": ["C", "C", "C", "C", "O", "N", "C", "H", "H", "H", "H", "H", "H", "H", "H", "H", "H", "H"],
  "positions_angstrom": [[2.405, 0.739, -0.288], [1.185, 0.003, -0.849], [0.035, -0.210, 0.158], [-0.914, 0.956, 0.013], [-0.576, 2.105, 0.048], [-0.596, -1.519, 0.002], [-1.764, -1.757, 0.878], [2.209, 1.129, 0.712], [2.662, 1.608, -0.900], [3.262, 0.083, -0.130], [1.485, -0.978, -1.204], [0.762, 0.479, -1.731], [0.469, -0.125, 1.162], [-1.973, 0.702, -0.195], [0.088, -2.191, 0.331], [-1.465, -1.841, 1.927], [-2.280, -2.638, 0.509], [-2.492, -0.946, 0.859]],
  "forces_ev_per_a": [[-0.2, 0.4, 0.4], [0.0, -0.5, 0.0], [0.5, 0.1, 0.4], [-0.6, -0.4, -0.3], [0.2, 0.3, 0.2], [-0.6, 0.2, 0.1], [0.3, 0.5, -0.1], [-0.2, 0.2, -0.1], [0.2, -0.3, 0.1], [0.0, 0.0, -0.4], [0.0, -0.3, 0.0], [0.2, 0.3, -0.1], [0.0, 0.2, 0.2], [0.0, 0.0, 0.0], [0.1, -0.1, -0.5], [-0.1, -0.3, 0.1], [0.0, -0.2, 0.3], [0.1, 0.0, -0.3]],
  "lowdin_charge": [-0.093, -0.198, -0.354, -0.226, 0.072, -0.086, -0.119, 0.066, 0.075, 0.069, 0.101, 0.110, 0.144, 0.120, 0.104, 0.080, 0.076, 0.059],
  "largest_force_ha_per_bohr": 0.0146,
  "e_homo_ev": -9.35,
  "e_lumo_ha": 0.0356,
  "e_above_lowest_kcal_mol": 40.2
}


(5)
{
  "formula": "C5H11NO",
  "method": "ωB97M-V/def2-TZVPD",
  "species": ["C", "C", "C", "C", "C", "N", "H", "H", "H", "H", "H", "H", "H", "H", "H", "O", "H", "H"],
  "positions_angstrom": [[1.401, 0.353, -1.600], [0.376, -0.497, -1.544], [-0.467, -0.708, -0.330], [-1.054, 0.296, 0.350], [-1.864, 0.022, 1.574], [-0.968, 1.621, -0.022], [1.840, 0.601, -2.566], [1.799, 0.997, -0.828], [0.200, -1.188, -2.368], [-0.533, -1.706, 0.089], [-1.321, -0.474, 2.382], [-2.587, -0.731, 1.240], [-2.301, 0.932, 1.964], [-1.380, 2.343, 0.546], [-0.463, 1.935, -0.828], [2.439, -0.908, 0.850], [1.953, -1.728, 1.020], [2.930, -1.162, 0.071]],
  "forces_ev_per_a": [[0.0, 0.8, -1.3], [-0.1, -0.5, 1.3], [0.5, 0.3, -0.4], [1.0, 0.2, -0.3], [-0.2, -0.8, -0.2], [-0.4, 0.3, 0.4], [0.2, -0.6, 0.0], [-0.5, -0.2, 0.5], [-0.1, 0.4, -0.2], [-0.3, 0.0, -0.2], [0.3, 0.3, -0.2], [-0.4, 0.5, 0.4], [-0.4, 0.0, 0.1], [0.0, -0.3, -0.1], [0.1, -0.3, 0.0], [0.0, -0.7, 0.5], [-0.1, 0.4, 0.2], [0.3, 0.2, -0.4]],
  "lowdin_charge": [-0.046, -0.186, -0.126, -0.411, -0.043, 0.110, 0.049, 0.060, 0.090, 0.097, 0.083, 0.087, 0.068, 0.087, 0.077, -0.064, 0.040, 0.026],
  "largest_force_ha_per_bohr": 0.0306,
  "e_homo_ev": -7.48,
  "e_lumo_ha": 0.0357,
  "e_above_lowest_kcal_mol": 48.2
}


(6)
{
  "formula": "C5H11NO",
  "method": "ωB97M-V/def2-TZVPD",
  "species": ["C", "C", "C", "N", "C", "C", "H", "H", "H", "H", "H", "H", "H", "H", "H", "O", "H", "H"],
  "positions_angstrom": [[-0.607, -0.270, 2.289], [0.451, 0.159, 1.621], [0.525, 0.611, 0.196], [1.831, 0.747, -0.280], [-0.583, 0.660, -0.562], [-0.731, 1.071, -2.000], [-1.563, -0.457, 1.825], [-0.564, -0.399, 3.359], [1.398, 0.287, 2.141], [1.991, 1.318, -1.090], [2.505, 0.755, 0.458], [-1.450, 0.225, -0.088], [0.135, 0.755, -2.586], [-1.098, 2.089, -2.099], [-1.514, 0.427, -2.417], [-0.229, -2.844, -0.584], [-0.619, -3.161, 0.251], [0.122, -1.972, -0.433]],
  "forces_ev_per_a": [[0.0, 0.0, 0.2], [0.5, 0.5, -0.6], [-0.5, -1.1, -0.4], [-0.6, 0.0, 0.3], [0.2, -0.1, 0.2], [-0.4, -1.5, 0.4], [-0.1, 0.1, -0.1], [0.1, -0.3, 0.1], [-0.1, 0.0, 0.2], [0.1, 0.1, 0.1], [0.5, 0.4, -0.2], [-0.3, 0.5, 0.0], [0.2, 0.8, -0.1], [0.5, 0.2, -0.3], [-0.1, 0.2, 0.0], [-0.5, -1.0, 0.2], [0.4, 0.5, -0.5], [0.1, 0.6, 0.3]],
  "lowdin_charge": [0.009, -0.131, -0.376, 0.100, -0.147, -0.093, 0.055, 0.055, 0.095, 0.086, 0.070, 0.085, 0.070, 0.071, 0.071, -0.059, 0.044, -0.007],
  "largest_force_ha_per_bohr": 0.0317,
  "e_homo_ev": -7.95,
  "e_lumo_ha": 0.0349,
  "e_above_lowest_kcal_mol": 46.4
}


(7)
{
  "formula": "C5H11NO",
  "method": "ωB97M-V/def2-TZVPD",
  "species": ["C", "C", "N", "C", "C", "C", "O", "H", "H", "H", "H", "H", "H", "H", "H", "H", "H", "H"],
  "positions_angstrom": [[2.307, -0.224, -0.275], [1.232, -0.625, 0.724], [0.049, 0.206, 0.545], [-1.155, -0.169, 1.263], [-1.073, -0.331, -0.207], [-1.744, 0.651, -1.163], [-1.282, 1.960, -0.967], [3.205, -0.838, -0.153], [2.581, 0.825, -0.128], [1.948, -0.341, -1.303], [0.988, -1.697, 0.625], [1.593, -0.469, 1.747], [-1.117, -1.074, 1.871], [-1.725, 0.655, 1.688], [-0.972, -1.355, -0.574], [-1.572, 0.319, -2.198], [-2.828, 0.643, -0.994], [-0.434, 1.864, -0.500]],
  "forces_ev_per_a": [[0.0, 0.0, 0.0], [0.1, -0.1, 0.0], [0.1, 0.0, 0.0], [-0.1, 0.0, 0.2], [-0.1, 0.0, -0.2], [-0.2, -0.3, -0.1], [0.2, 0.1, 0.1], [-0.1, 0.1, 0.0], [0.0, -0.2, 0.0], [0.0, 0.0, 0.1], [0.0, 0.1, 0.0], [0.0, 0.0, -0.1], [0.0, 0.1, -0.1], [0.1, -0.1, -0.1], [0.0, 0.2, 0.1], [0.1, 0.1, 0.1], [0.1, -0.1, -0.1], [-0.1, 0.1, 0.0]],
  "lowdin_charge": [-0.090, -0.265, -0.118, -0.091, -0.253, -0.235, -0.070, 0.071, 0.075, 0.074, 0.115, 0.118, 0.111, 0.116, 0.142, 0.111, 0.118, 0.074],
  "largest_force_ha_per_bohr": 0.0075,
  "e_homo_ev": -9.52,
  "e_lumo_ha": 0.0405,
  "e_above_lowest_kcal_mol": 46.2
}